Formula: C5H12NPS
Source: the OMol25 dataset
Level of theory: ωB97M-V/def2-TZVPD

Last column: Löwdin charge in e.
Positions of all 20 atoms, in Å:
C (0.5063, -0.4010, 0.6204)  -0.5600
C (1.7712, -1.1984, 0.9120)  -0.1668
C (-2.0414, 1.4824, 0.8158)  -0.2226
C (0.2475, -2.4103, -1.5679)  -0.3619
C (-1.0921, 1.9691, -0.2335)  -0.4118
N (1.7365, 1.4615, -1.0852)  -0.2711
P (0.7122, 1.3651, 0.0235)  0.4391
S (-0.5470, -1.1613, -0.5521)  0.8475
H (2.4689, -0.5669, 1.2513)  0.0196
H (1.6253, -2.0324, 1.6618)  0.1134
H (2.1781, -1.6513, 0.0454)  0.0448
H (-1.7153, 1.4964, 1.9158)  0.0875
H (-2.9228, 2.2073, 0.7302)  0.0900
H (-2.3189, 0.3717, 0.7436)  0.0458
H (-0.6309, -2.6027, -2.2926)  0.0704
H (0.4082, -3.2403, -0.9279)  0.0146
H (1.1728, -1.8744, -1.9357)  0.0693
H (-1.0704, 3.0519, -0.1301)  0.0659
H (-1.2994, 1.7816, -1.3077)  0.0789
H (0.8113, 1.9521, 1.3132)  0.0074

## Properties
HOMO (spin up / spin down) ... -8.175 / -8.178 eV
Frontier orbital gap (spin up / spin down) ... 6.433 / 6.436 eV
Relative energy (zero: lowest compared OMol25 entry of this formula, charge and spin) ... 449.8 kJ/mol
2S+1 ... 1
LUMO energy (spin up / spin down) ... -1.742 / -1.742 eV